1.
DFT (the ωB97M-V functional and the def2-TZVPD basis) results for C22H18Cl3NO2PtSe3SiTe as an isolated structure.

Structure (XYZ):
```
52
Properties=species:S:1:pos:R:3:forces:R:3:mulliken_charge:R:1
Pt -0.370 0.483 0.618 0.1 0.3 0.0 0.43
Te -2.856 2.174 3.617 0.0 0.0 0.0 -0.26
Se -2.661 -0.622 1.036 -0.1 -0.1 0.1 -0.55
Se -3.144 -0.315 3.313 0.0 -0.1 -0.1 -0.26
Se -0.522 2.392 2.771 0.0 -0.1 0.1 -0.53
Cl 1.895 -1.896 -1.198 0.0 0.0 0.0 -0.33
Cl 3.429 0.735 -0.179 0.0 0.0 0.0 -0.36
Cl 1.312 0.891 -2.691 0.0 -0.1 0.0 -0.39
Si 1.447 0.112 -0.671 0.0 0.0 -0.1 0.24
O -1.051 2.082 -0.743 0.1 -0.1 0.0 -0.75
O -1.263 4.999 -0.516 0.1 0.1 0.0 -0.48
N 0.096 3.997 -2.731 0.0 -0.1 0.0 0.21
C 0.735 4.827 0.840 0.0 0.0 0.0 -0.81
C 2.763 4.063 -0.203 0.0 0.0 0.0 -0.69
C -4.654 3.044 -2.420 0.0 0.0 0.0 -0.66
C 0.919 -1.761 2.374 0.0 0.0 0.0 3.96
C 0.040 4.662 -0.355 -0.1 0.0 0.0 1.18
C 2.662 -4.788 4.770 0.0 0.0 0.0 -0.37
C 1.503 -2.777 3.180 0.0 0.0 0.0 0.12
C -2.230 3.168 -2.447 0.1 0.0 0.0 1.28
C -1.130 3.656 -3.128 -0.1 0.0 0.1 -0.81
C 2.415 -3.693 2.636 0.0 0.0 0.0 -0.51
C -4.581 2.564 -1.073 0.0 0.0 0.0 -0.67
C 2.984 -4.682 3.422 0.0 0.0 0.0 -0.37
C -2.153 2.491 -1.162 -0.1 0.0 0.0 0.60
C -3.401 2.306 -0.462 0.0 0.0 0.0 -0.37
C 2.072 3.868 -1.382 0.0 0.0 0.0 -0.84
C 1.759 -3.886 5.321 0.0 0.0 0.0 -0.36
C 0.417 -0.890 1.695 0.0 0.0 0.0 -3.24
C -3.506 3.333 -3.076 -0.1 0.0 0.0 -0.69
C 2.083 4.530 0.913 0.0 0.0 0.0 -0.50
C 0.713 4.148 -1.464 0.0 0.1 0.0 0.17
C -2.044 5.111 0.675 0.0 0.1 0.0 -0.81
C 1.186 -2.894 4.541 0.0 0.0 0.0 -0.52
H 3.108 -5.562 5.383 0.0 0.0 0.0 0.34
H -5.501 2.387 -0.527 0.0 0.0 0.0 0.42
H -3.529 3.741 -4.083 0.0 0.0 0.0 0.28
H 3.805 3.785 -0.140 0.0 0.0 0.0 0.42
H -1.862 4.261 1.338 0.0 0.0 0.0 0.13
H -3.081 5.118 0.348 0.0 0.0 0.0 0.29
H 0.746 4.130 -3.488 0.0 0.0 0.0 0.37
H -1.816 6.047 1.196 0.0 0.0 0.0 0.36
H -5.618 3.189 -2.892 0.0 0.0 0.0 0.35
H 1.496 -3.956 6.371 0.0 0.0 0.0 0.33
H -1.270 3.843 -4.190 0.0 0.0 0.0 0.27
H 2.666 -3.604 1.586 0.0 0.0 0.0 0.38
H 3.688 -5.378 2.978 0.0 0.0 0.0 0.34
H 0.207 5.131 1.729 0.0 0.0 0.0 0.41
H 2.591 4.627 1.864 0.0 0.0 0.0 0.37
H 0.478 -2.193 4.964 0.0 0.0 0.0 0.46
H -3.352 1.926 0.549 0.0 0.0 0.0 0.09
H 2.566 3.425 -2.239 0.0 0.0 0.0 0.32
```
Forces are in eV/Å.

- HOMO: -0.894 eV
- HOMO-LUMO gap: 4.923 eV
- Molar mass: 1022.39 g mol⁻¹
- LUMO energy: 4.030 eV
- Net charge: -2
- Energy above the lowest of the compared OMol25 structures with the same formula, charge and spin: 0.178 eV
- E_tot: -280721.3724 eV

2.
DFT (the ωB97M-V functional and the def2-TZVPD basis) results for C22H18ClF3NO3PRh as an isolated structure in a non-equilibrium geometry.

Structure (XYZ):
```
50
Properties=species:S:1:pos:R:3:forces:R:3:mulliken_charge:R:1
Rh -0.066 0.116 0.130 -2.5 -0.7 0.7 0.12
Cl -4.307 -2.742 0.323 0.0 0.1 -0.1 -0.17
P -0.138 2.459 0.026 1.8 -0.5 -0.4 2.64
F 2.125 -0.381 -1.529 0.0 -0.1 -0.2 -0.21
F 2.650 -0.076 0.558 0.3 -0.2 0.0 -0.23
F 1.936 -1.989 -0.127 -0.7 -0.5 0.2 -0.21
O -1.737 -0.302 -1.362 0.6 0.0 -0.3 -0.73
O -1.858 -1.214 0.635 0.0 -0.5 -0.3 -0.74
O 0.243 -1.112 2.596 0.0 -0.3 0.4 -0.42
N 0.017 0.189 2.244 1.2 0.3 -1.2 0.11
C -1.643 4.041 -1.740 0.1 0.0 0.1 -0.01
C 3.347 3.865 -2.577 0.0 0.0 0.0 -0.59
C -4.045 3.274 -0.547 -0.1 0.0 0.0 -0.83
C 1.308 2.632 -2.297 0.0 0.0 0.1 -0.38
C -4.042 4.169 -1.609 0.1 0.0 0.0 -0.47
C 0.040 3.187 1.681 -0.1 -0.2 -0.1 -0.33
C 2.345 3.060 -3.105 0.0 0.0 0.0 -0.78
C -0.226 4.549 1.775 -0.1 -0.1 0.0 -0.25
C -2.327 -1.053 -0.528 0.2 -0.1 0.4 0.87
C -2.846 4.549 -2.203 -0.1 0.0 0.0 -0.73
C -1.646 3.153 -0.667 -0.1 -0.5 0.1 0.32
C 1.803 -0.700 -0.281 -0.5 2.8 0.5 0.46
C -0.020 5.235 2.962 0.0 0.0 0.1 -0.77
C 0.479 4.561 4.066 0.0 0.2 0.0 -0.73
C 0.745 3.207 3.985 0.0 -0.2 0.0 -0.87
C -3.606 -1.745 -0.964 0.2 0.1 0.2 -0.39
C 1.262 3.035 -0.959 -0.1 0.1 0.1 0.53
C -2.851 2.757 -0.080 0.1 0.0 0.0 -0.57
C 0.505 2.488 2.810 0.1 0.5 -0.2 0.47
C 0.674 1.047 2.927 -0.1 -0.3 0.3 -0.42
C 3.325 4.228 -1.239 0.1 0.0 0.0 -0.65
C 2.287 3.809 -0.421 -0.2 0.0 -0.1 -0.68
H -0.591 5.076 0.902 0.0 0.0 0.0 0.51
H 2.380 2.762 -4.144 0.0 0.0 0.0 0.44
H 0.657 5.090 4.992 0.0 0.0 0.0 0.42
H -4.977 4.572 -1.977 0.0 0.0 0.0 0.41
H -0.712 4.347 -2.198 0.0 0.0 0.0 0.43
H -2.851 5.244 -3.031 0.0 0.0 0.0 0.44
H 1.300 0.674 3.737 -0.2 0.0 0.1 0.44
H -2.840 2.045 0.740 -0.1 0.0 0.0 0.44
H 0.529 1.989 -2.695 0.0 0.0 -0.1 0.53
H -4.337 -0.996 -1.260 0.0 0.0 -0.1 0.29
H 2.268 4.089 0.624 0.0 0.1 0.0 0.33
H -4.980 2.982 -0.089 0.0 0.0 0.0 0.45
H 1.114 2.681 4.858 0.0 0.0 0.0 0.42
H -3.387 -2.377 -1.821 0.0 0.0 0.0 0.32
H -0.244 6.292 3.020 0.0 0.0 0.0 0.45
H 4.118 4.839 -0.829 0.0 0.0 0.0 0.44
H -0.555 -1.583 2.296 -0.1 0.0 -0.1 0.48
H 4.154 4.205 -3.213 0.0 0.0 0.0 0.41
```
Forces are in eV/Å.

- HOMO (spin up / spin down): -12.015 / -12.016 eV
- HOMO-LUMO gap (spin up / spin down): 7.134 / 7.134 eV
- Molar mass: 570.72 g mol⁻¹
- LUMO energy (spin up / spin down): -4.881 / -4.882 eV
- Net charge: +1
- Energy above the lowest of the compared OMol25 structures with the same formula, charge and spin: 2.166 eV
- E_tot: -63702.6155 eV

3.
DFT (the ωB97M-V functional and the def2-TZVPD basis) results for one molecule with the formula C22H18ClNO3S.

Structure (XYZ):
```
46
Properties=species:S:1:pos:R:3:forces:R:3:mulliken_charge:R:1
Cl 1.548 -1.703 -0.444 0.1 0.0 0.0 -0.08
S -4.583 -1.900 0.800 0.1 0.0 -0.1 -0.14
O 0.375 2.496 -0.698 0.1 -0.2 -0.2 -0.18
O 2.219 1.675 1.576 -0.1 -0.1 0.3 -0.63
O -0.750 3.943 0.610 0.0 -0.1 -0.1 -0.64
N 3.252 1.284 -0.423 0.3 0.0 -0.5 -0.02
C -2.965 0.288 -1.522 -0.2 0.1 0.0 -0.20
C -0.953 -2.637 -0.805 0.1 0.0 0.0 -0.64
C -0.131 -1.814 -0.051 -0.2 0.0 0.0 0.51
C 2.404 1.935 0.410 -0.4 0.5 -0.4 0.79
C 4.233 -0.347 1.128 -0.1 0.1 0.2 -0.02
C -5.032 -0.764 -0.599 0.1 -0.4 0.3 -1.29
C 5.615 -1.455 -1.009 0.0 0.0 0.0 -0.65
C -1.904 1.161 -1.398 0.1 0.2 0.1 -0.62
C 4.784 -0.372 -1.214 -0.1 0.1 0.0 -0.27
C -2.819 -1.937 0.523 -0.6 -0.2 0.2 -0.17
C -0.737 2.971 -0.100 -0.1 0.3 0.2 0.50
C -1.985 -1.147 1.299 0.0 -0.1 0.0 -0.41
C -1.911 2.118 -0.387 -0.2 -0.2 0.0 0.43
C -0.634 -1.077 1.011 0.1 0.0 0.0 -0.55
C 1.619 3.056 -0.294 0.1 0.2 0.4 -0.90
C -2.303 -2.697 -0.514 0.1 0.0 0.1 -0.48
C 4.084 0.188 -0.147 0.2 -0.2 0.2 0.08
C -4.033 0.337 -0.630 0.1 0.3 -0.2 0.67
C 5.760 -1.992 0.259 0.1 -0.1 0.0 -0.47
C -4.065 1.340 0.335 0.0 0.0 -0.2 -0.53
C -3.019 2.230 0.451 0.2 0.1 -0.1 -0.79
C 5.068 -1.433 1.320 0.1 0.0 -0.1 -0.65
H -5.040 -1.349 -1.517 -0.1 0.1 0.0 0.37
H 4.668 0.042 -2.206 0.0 0.0 -0.1 0.32
H 1.430 3.870 0.415 0.2 -0.2 -0.2 0.37
H 3.692 0.082 1.954 0.0 0.0 0.0 0.46
H -2.951 -0.466 -2.296 0.0 -0.1 0.0 0.37
H -0.539 -3.217 -1.616 0.1 0.0 -0.1 0.44
H -2.397 -0.573 2.114 0.0 0.1 0.0 0.46
H 0.020 -0.445 1.591 0.1 0.1 0.0 0.55
H 3.251 1.566 -1.394 -0.1 0.1 0.2 0.16
H -2.958 -3.327 -1.097 -0.1 -0.1 -0.1 0.46
H -6.037 -0.425 -0.357 0.0 0.0 -0.1 0.55
H 5.174 -1.846 2.312 0.0 0.0 0.1 0.38
H -3.017 2.994 1.212 0.0 0.1 0.1 0.46
H 6.150 -1.884 -1.844 0.0 0.0 -0.1 0.37
H -4.900 1.390 1.019 -0.1 0.0 0.1 0.39
H 6.407 -2.841 0.418 0.1 -0.1 0.0 0.39
H -1.060 1.092 -2.065 0.1 0.0 0.0 0.48
H 2.132 3.436 -1.182 -0.1 0.0 0.1 0.37
```
Forces are in eV/Å.

- HOMO: -8.730 eV
- HOMO-LUMO gap: 9.044 eV
- Molar mass: 411.91 g mol⁻¹
- LUMO energy: 0.314 eV
- Net charge: 0
- Energy above the lowest of the compared OMol25 structures with the same formula, charge and spin: 0.156 eV
- E_tot: -54097.6296 eV